Record 1
{
  "formula": "C3H3FOS",
  "method": "ωB97M-V/def2-TZVPD",
  "de_lowest_kcal_mol": 51.7,
  "spin_multiplicity": 1,
  "orbital_gap_ha": 0.359,
  "e_tot_ev": -18756.79839,
  "smiles": "C=C(F)C(=O)S",
  "e_homo_ev": -10.20,
  "charge": 0,
  "species": ["F", "H", "C", "H", "H", "O", "C", "S", "C"],
  "coordinates": [[-1.54365, -0.82790, -0.41990], [-0.62778, -3.17790, 0.98796], [0.04520, -2.28312, 0.46837], [0.97516, -2.34495, 0.65393], [-1.60722, 1.69272, -0.48107], [1.88422, 0.18990, 0.17203], [0.64820, 0.21814, -0.11468], [-0.12685, 1.76699, -0.07977], [-0.34196, -1.02000, 0.06604]]
}

=====

Record 2
{
  "formula": "C20H29NO4S",
  "method": "ωB97M-V/def2-TZVPD",
  "de_lowest_kcal_mol": 2.8,
  "spin_multiplicity": 1,
  "orbital_gap_ha": 0.333,
  "e_tot_ev": -41727.03178,
  "smiles": "CCOC(=O)[C@]1(Cc2cccc(OC)c2)CCCN(C(=O)CCSC)C1",
  "e_homo_ev": -8.44,
  "charge": 0,
  "species": ["H", "H", "H", "H", "C", "H", "C", "H", "H", "C", "C", "C", "C", "H", "H", "C", "H", "C", "H", "O", "C", "N", "H", "O", "H", "C", "H", "H", "C", "H", "C", "H", "H", "H", "H", "H", "S", "C", "H", "C", "C", "C", "H", "H", "H", "C", "O", "H", "C", "O", "H", "H", "C", "H", "C"],
  "coordinates": [[0.45324, 1.54268, -2.67131], [4.95695, 3.98189, 0.12225], [-2.25068, 1.28419, -1.26514], [1.23601, 6.36501, 0.34839], [2.83611, 4.18923, 0.07721], [2.83469, 1.04183, -2.15245], [-1.60961, 0.39799, -1.22749], [3.42843, -3.26214, -0.12830], [-1.56340, -0.05839, -2.21831], [-2.49507, -2.85271, 0.49196], [4.02901, 2.43683, -1.04973], [-1.04840, 0.34937, 1.63020], [0.67447, -0.43441, -1.01364], [-4.85218, -6.26941, 1.89503], [-4.80670, -5.74559, 0.19565], [2.83503, 1.91551, -1.52085], [-0.49318, -0.56881, 1.81401], [-2.07939, -1.87830, -0.60191], [-0.71572, 2.25172, 0.70798], [-1.70992, -2.26409, -1.69376], [0.32562, 1.94537, -1.66540], [-2.19350, -0.55613, -0.31271], [-1.26398, -4.45589, -0.25638], [2.94333, 5.30151, 0.86096], [2.09689, 6.82457, 1.83726], [1.64043, 3.66325, -0.39440], [3.28560, -1.65676, -0.85692], [3.19456, -1.83968, 0.90106], [1.63199, 2.51936, -1.18648], [-3.54248, -2.67642, 0.74903], [2.93596, -2.29711, -0.05144], [-4.89785, -4.53667, 1.50949], [-2.95795, -0.68399, 1.63514], [-0.43172, 2.73147, -1.69834], [1.15854, -2.89069, -1.13478], [-2.92645, -4.49780, -0.85503], [-2.69075, -5.50100, 1.31042], [1.43040, -2.48652, -0.15454], [4.96288, 1.96209, -1.31152], [-0.18979, 0.80177, -0.76272], [-0.24717, 1.26380, 0.70203], [4.03725, 3.56158, -0.25214], [-1.20434, 0.85252, 2.58624], [1.09996, 5.34966, 1.81368], [0.76801, 1.37448, 1.08606], [-2.39927, 0.00420, 1.00340], [1.20210, -0.66570, -2.06857], [-2.99719, 0.91516, 0.88334], [-4.50359, -5.50369, 1.21041], [0.72897, -1.25462, 0.03517], [0.70167, 4.14118, -0.15890], [-1.88502, -2.68847, 1.38242], [-2.30488, -4.28394, 0.01338], [1.06120, -3.14426, 0.63582], [1.77088, 5.98495, 1.22520]]
}

=====

Record 3
{
  "formula": "C24H27NO5S2",
  "method": "ωB97M-V/def2-TZVPD",
  "de_lowest_kcal_mol": 0.0,
  "spin_multiplicity": 1,
  "orbital_gap_ha": 0.229,
  "e_tot_ev": -58718.85425,
  "e_homo_ev": -6.56,
  "charge": 0,
  "species": ["S", "S", "O", "H", "H", "C", "C", "H", "C", "C", "C", "H", "H", "H", "H", "C", "H", "H", "H", "C", "C", "C", "H", "O", "C", "C", "H", "O", "H", "H", "H", "H", "N", "C", "C", "C", "H", "C", "H", "C", "H", "H", "C", "C", "H", "H", "H", "C", "C", "H", "O", "C", "C", "C", "H", "C", "H", "H", "O"],
  "coordinates": [[4.37247, 2.38674, 4.94963], [1.64873, 1.71216, 5.85898], [4.42569, 3.74470, 5.46500], [5.14548, 4.33119, 2.97050], [-3.86834, -1.68445, 0.06500], [6.96966, 0.98302, 2.18281], [-4.06788, -0.91452, 0.82231], [-2.54114, -2.47516, 2.42091], [-0.84718, -1.19326, 2.78715], [6.39361, 3.25128, 1.55141], [-0.26176, 0.07921, 2.55572], [4.22669, 1.09272, 9.97377], [3.70294, 0.06211, 3.27404], [-4.50654, -0.05014, 0.31692], [1.47721, 0.96641, 3.58354], [2.29958, 3.63499, 7.75388], [7.47892, 0.03870, 1.98565], [4.09966, 3.50682, 10.64741], [1.36424, -2.06057, 1.23501], [-2.10348, -1.48359, 2.27682], [6.24289, 1.12904, 3.36344], [2.65540, 2.08988, 4.37482], [-2.90436, 1.54594, 0.95213], [2.24101, 2.86785, 3.36864], [7.03413, 2.04068, 1.27059], [3.61665, 3.16421, 9.72988], [0.66046, 3.98475, 4.26207], [1.66294, 0.26201, 5.95861], [2.84568, 5.12214, 9.20261], [0.82405, 4.03036, 2.47040], [3.69740, 1.12312, 1.84155], [2.00851, 4.93069, 3.49858], [2.06554, -0.20049, 1.99831], [-1.06403, 1.09360, 1.98348], [3.47214, 0.10926, 2.20318], [2.91729, 4.06925, 8.92576], [6.20840, 0.33584, 4.10969], [1.15643, 0.33046, 2.78628], [1.73541, 4.31934, 7.12254], [-2.31021, 0.78122, 1.45864], [6.47622, 4.09561, 0.86620], [2.63334, -1.23427, 0.29555], [2.42272, 2.29728, 7.36900], [1.72130, -1.08364, 0.88074], [-4.80965, -1.33012, 1.51446], [-0.64769, 2.09954, 1.91075], [-0.27688, -1.93881, 3.34467], [5.50458, 2.29862, 3.57200], [3.07500, 1.37940, 8.19351], [4.07281, -0.61540, 1.64849], [4.69838, 1.24891, 5.79249], [5.63514, 3.39227, 2.71459], [-2.81004, -0.52604, 1.53531], [1.35529, 4.05841, 3.42508], [3.10487, 0.33113, 7.90682], [3.69045, 1.81864, 9.36175], [7.59907, 1.92390, 0.34478], [0.94915, -0.63880, 0.23952], [0.38462, 2.41954, 5.69984]]
}

=====

Record 4
{
  "formula": "C7H14AlClI2NOP",
  "method": "ωB97M-V/def2-TZVPD",
  "de_lowest_kcal_mol": 0.3,
  "spin_multiplicity": 1,
  "orbital_gap_ha": [0.164, 0.113],
  "e_tot_ev": -55616.60344,
  "e_homo_ev": [-16.78, -15.19],
  "charge": 2,
  "species": ["C", "H", "H", "H", "I", "Al", "Cl", "H", "H", "C", "H", "C", "C", "H", "C", "C", "H", "O", "H", "P", "H", "H", "I", "H", "H", "N", "H", "C"],
  "coordinates": [[1.21429, 0.11797, -1.38970], [-3.35758, -2.69554, -1.44114], [1.18969, 4.16269, 3.32432], [-0.49851, -1.72027, -3.24733], [1.80738, -1.63788, 1.23594], [-0.02082, -0.03975, -0.02120], [-1.62231, -0.25086, 1.76700], [1.52434, 4.77806, 0.97589], [-0.96462, -3.40566, -2.88185], [2.17474, 4.15487, 2.90677], [0.63122, -2.78383, -2.37516], [-1.09498, -3.42257, 0.15586], [2.08520, 3.97183, 1.40042], [-1.78324, -4.17561, -0.24199], [1.39297, 2.65448, 1.09046], [-2.89468, -1.72244, -1.24719], [-3.34393, -1.26030, -0.36464], [1.98533, 0.21578, -2.24339], [2.73560, 3.34863, 3.33130], [-1.11488, -1.95414, -0.92499], [-1.41140, -3.11434, 1.15565], [2.66209, 5.08219, 3.12503], [-1.64138, 1.58615, -1.50979], [-0.08428, -3.82839, 0.21888], [3.07030, 3.96395, 0.98292], [0.81867, 1.56180, 0.83336], [-3.03620, -1.05836, -2.10114], [-0.42301, -2.52849, -2.51430]]
}